No. 1
Entry from the Open Molecules 2025 dataset: a molecular structure, C24H48N2O18PbS in a non-equilibrium geometry (ωB97M-V with the def2-TZVPD basis set).

ORCA input file:
```
! RIJCOSX wB97M-V def2-TZVPD def2/J DEFGRID3
* xyz 2 1
Pb 5.171 -20.506 -13.571
C 7.402 -26.092 -12.190
C 8.254 -25.239 -13.090
C 8.985 -25.903 -14.233
O 9.829 -24.946 -14.809
C 10.666 -25.484 -15.817
N 7.517 -24.002 -13.571
H 6.565 -24.252 -13.895
H 7.363 -23.414 -12.754
H 8.086 -23.472 -14.236
H 7.860 -27.049 -11.959
H 6.378 -26.226 -12.559
H 7.192 -25.584 -11.240
H 9.019 -24.790 -12.447
H 8.234 -26.211 -14.980
H 9.536 -26.807 -13.958
H 11.438 -26.112 -15.350
H 11.297 -24.696 -16.226
H 10.153 -26.041 -16.600
C 2.492 -25.508 -11.189
C 2.684 -24.031 -10.941
C 2.193 -23.590 -9.548
O 2.994 -24.239 -8.600
C 2.675 -23.900 -7.246
N 4.148 -23.747 -11.159
H 4.469 -22.810 -10.909
H 4.665 -24.312 -10.468
H 4.503 -24.044 -12.120
H 3.158 -26.031 -10.495
H 2.773 -25.848 -12.189
H 1.469 -25.862 -11.068
H 2.222 -23.401 -11.706
H 1.162 -23.942 -9.470
H 2.242 -22.496 -9.550
H 3.578 -24.178 -6.707
H 1.844 -24.523 -6.905
H 2.401 -22.860 -7.064
S 4.200 -23.134 -14.698
O 4.577 -24.245 -13.774
O 5.471 -22.363 -14.935
O 3.688 -23.714 -15.910
O 3.381 -22.137 -13.992
C 1.738 -21.544 -18.262
C 1.581 -20.192 -17.564
C 0.514 -20.227 -16.461
O 1.244 -19.651 -15.333
C 2.534 -19.592 -15.613
O 3.398 -19.202 -14.856
O 2.797 -19.982 -16.848
H 2.648 -21.604 -18.857
H 0.868 -21.741 -18.888
H 1.827 -22.336 -17.516
H 1.339 -19.411 -18.283
H 0.058 -21.184 -16.225
H -0.315 -19.549 -16.653
C 4.471 -26.998 -18.911
C 5.292 -25.949 -18.161
C 5.526 -26.308 -16.692
O 6.942 -26.351 -16.576
C 7.522 -26.273 -17.784
O 8.692 -26.362 -17.949
O 6.607 -25.959 -18.740
H 4.328 -26.657 -19.941
H 3.506 -27.250 -18.474
H 5.023 -27.920 -19.119
H 4.777 -25.013 -18.383
H 5.147 -27.312 -16.494
H 5.138 -25.561 -16.009
C 0.712 -25.509 -16.011
C 0.655 -25.096 -14.554
C 0.329 -23.584 -14.319
O -0.579 -23.618 -13.232
C -0.851 -24.912 -12.873
O -1.503 -25.198 -11.916
O -0.400 -25.709 -13.806
H -0.232 -25.275 -16.509
H 0.842 -26.576 -16.186
H 1.549 -24.948 -16.426
H 1.590 -25.452 -14.111
H 0.013 -23.174 -15.274
H 1.266 -23.179 -13.943
C 8.121 -22.514 -17.163
C 7.941 -20.996 -17.452
C 6.773 -20.626 -18.353
O 6.145 -19.569 -17.629
C 6.544 -19.578 -16.368
O 6.005 -18.981 -15.459
O 7.599 -20.367 -16.208
H 7.203 -22.976 -16.791
H 8.873 -22.662 -16.389
H 8.380 -22.981 -18.112
H 8.930 -20.665 -17.767
H 6.118 -21.491 -18.461
H 7.118 -20.314 -19.334
*
```

=====

No. 2
Entry from the Open Molecules 2025 dataset: 8 unconnected molecules or ions with the total composition C24H48O24 in a non-equilibrium geometry (ωB97M-V with the def2-TZVPD basis set).

ORCA input file:
```
! RIJCOSX wB97M-V def2-TZVPD def2/J DEFGRID3
* xyz 0 1
C 5.258 -2.878 -5.361
O 4.451 -3.385 -4.290
C 4.039 -2.498 -3.402
O 4.373 -1.344 -3.329
O 3.186 -3.089 -2.560
C 3.021 -2.455 -1.296
H 4.667 -2.826 -6.274
H 6.004 -3.651 -5.550
H 5.730 -1.944 -5.084
H 2.107 -2.850 -0.862
H 2.863 -1.386 -1.428
H 3.881 -2.625 -0.648
C -4.775 0.512 2.464
O -3.685 0.220 3.311
C -3.968 -0.366 4.477
O -5.038 -0.809 4.797
O -2.849 -0.374 5.194
C -2.896 -1.068 6.420
H -5.739 0.442 2.967
H -4.946 -0.154 1.606
H -4.591 1.500 2.049
H -3.734 -1.760 6.501
H -2.973 -0.397 7.277
H -1.983 -1.654 6.520
C 5.548 3.538 1.440
O 4.774 4.282 0.508
C 3.461 4.329 0.724
O 2.880 3.820 1.642
O 2.905 4.978 -0.291
C 1.486 4.970 -0.328
H 5.055 2.587 1.647
H 5.663 4.098 2.365
H 6.498 3.327 0.962
H 1.086 5.735 0.340
H 1.102 4.005 0.002
H 1.172 5.173 -1.345
C -2.108 0.624 0.286
O -0.795 0.707 -0.249
C 0.210 0.642 0.616
O 0.145 0.750 1.809
O 1.309 0.426 -0.083
C 2.544 0.547 0.607
H -2.778 0.481 -0.551
H -2.358 1.547 0.815
H -2.189 -0.172 1.027
H 3.300 0.157 -0.072
H 2.564 0.000 1.548
H 2.799 1.593 0.781
C -5.320 0.798 -1.291
O -6.658 1.178 -1.565
C -7.325 1.787 -0.588
O -6.903 2.018 0.516
O -8.526 2.103 -1.040
C -9.319 2.884 -0.133
H -5.187 -0.264 -1.082
H -4.947 1.329 -0.415
H -4.755 1.097 -2.171
H -9.799 2.200 0.571
H -10.136 3.270 -0.738
H -8.743 3.650 0.370
C -0.094 -1.734 -3.203
O -0.219 -1.827 -1.794
C -1.139 -2.667 -1.338
O -1.938 -3.276 -1.995
O -1.025 -2.699 -0.013
C -1.977 -3.401 0.771
H -1.012 -1.414 -3.685
H 0.339 -2.639 -3.628
H 0.668 -0.966 -3.358
H -2.423 -2.714 1.488
H -1.533 -4.240 1.302
H -2.777 -3.784 0.134
C 2.751 1.544 -2.713
O 3.696 2.545 -3.084
C 3.189 3.665 -3.616
O 2.115 4.140 -3.364
O 4.086 4.185 -4.440
C 3.758 5.444 -5.010
H 3.026 1.182 -1.731
H 2.782 0.700 -3.403
H 1.738 1.941 -2.713
H 2.949 5.366 -5.734
H 4.659 5.805 -5.494
H 3.456 6.143 -4.229
C 1.069 -2.493 2.817
O 1.933 -3.582 3.131
C 1.302 -4.715 3.410
O 0.115 -4.899 3.326
O 2.208 -5.605 3.797
C 1.743 -6.933 3.989
H 1.648 -1.582 2.669
H 0.383 -2.335 3.644
H 0.600 -2.658 1.847
H 1.101 -7.227 3.156
H 1.176 -7.016 4.915
H 2.589 -7.611 4.015
*
```

Summary:
Structure (SMILES) = COC(=O)OC.COC(=O)OC.COC(=O)OC.COC(=O)OC.COC(=O)OC.COC(=O)OC.COC(=O)OC.COC(=O)OC
ΔE to the lowest compared entry with this formula, charge and spin = 0.6939 eV

=====

No. 3
Entry from the Open Molecules 2025 dataset: 8 unconnected molecules or ions with the total composition C24H48O24 in a non-equilibrium geometry (ωB97M-V with the def2-TZVPD basis set).

ORCA input file:
```
! RIJCOSX wB97M-V def2-TZVPD def2/J DEFGRID3
* xyz 0 1
C -1.762 -3.095 1.401
O -2.794 -2.883 2.392
C -3.724 -3.798 2.558
O -3.902 -4.842 1.951
O -4.634 -3.460 3.432
C -4.415 -2.410 4.369
H -2.246 -2.699 0.456
H -1.606 -4.134 1.256
H -0.844 -2.631 1.793
H -5.303 -2.323 4.981
H -4.337 -1.419 3.831
H -3.459 -2.557 4.901
C 0.724 6.446 -3.183
O 1.509 6.941 -2.054
C 2.057 6.048 -1.206
O 1.820 4.832 -1.174
O 2.861 6.613 -0.298
C 2.785 8.063 -0.149
H -0.130 5.842 -2.862
H 1.283 5.813 -3.869
H 0.469 7.406 -3.583
H 1.867 8.312 0.343
H 2.847 8.547 -1.113
H 3.638 8.311 0.501
C 2.123 -1.260 2.266
O 2.149 -1.845 3.555
C 1.383 -2.890 3.710
O 0.911 -3.632 2.910
O 1.191 -3.071 5.051
C 0.383 -4.201 5.344
H 2.779 -0.435 2.408
H 1.109 -0.897 2.069
H 2.502 -1.847 1.462
H 0.687 -5.120 4.905
H -0.623 -3.974 5.054
H 0.371 -4.345 6.464
C 5.550 -3.277 -1.137
O 4.273 -3.152 -0.474
C 3.250 -3.370 -1.246
O 3.145 -3.613 -2.395
O 2.203 -3.404 -0.393
C 0.920 -3.299 -1.001
H 5.700 -4.287 -1.487
H 6.232 -3.072 -0.368
H 5.559 -2.565 -1.950
H 0.776 -4.139 -1.735
H 0.717 -2.335 -1.441
H 0.244 -3.542 -0.182
C 0.060 1.629 -1.491
O -0.769 2.738 -1.133
C -1.294 3.351 -2.173
O -0.973 3.230 -3.289
O -2.284 4.173 -1.781
C -3.204 3.883 -0.698
H 0.847 1.982 -2.196
H -0.609 0.775 -1.791
H 0.489 1.287 -0.533
H -2.640 3.673 0.188
H -3.782 3.018 -0.853
H -3.816 4.820 -0.620
C -2.207 -2.991 -2.838
O -3.507 -2.685 -2.198
C -3.668 -1.474 -1.662
O -2.913 -0.512 -1.741
O -4.811 -1.306 -1.025
C -5.617 -2.439 -0.771
H -2.444 -3.771 -3.511
H -1.499 -3.286 -2.086
H -1.848 -2.144 -3.300
H -6.387 -2.603 -1.476
H -6.017 -2.194 0.243
H -5.022 -3.335 -0.664
C 4.294 0.807 -0.566
O 4.714 0.447 -1.867
C 3.739 -0.110 -2.583
O 2.673 -0.387 -2.088
O 4.165 -0.355 -3.815
C 3.135 -0.650 -4.720
H 4.026 -0.048 -0.034
H 3.525 1.519 -0.618
H 5.202 1.275 -0.136
H 2.713 -1.658 -4.644
H 3.522 -0.723 -5.697
H 2.271 0.030 -4.564
C -3.301 0.451 1.937
O -2.510 1.523 2.535
C -1.232 1.612 2.075
O -0.703 0.742 1.354
O -0.718 2.753 2.590
C 0.483 3.181 1.904
H -4.374 0.734 2.112
H -3.098 -0.604 2.248
H -3.067 0.409 0.803
H 1.090 3.659 2.632
H 0.212 3.947 1.153
H 0.916 2.272 1.326
*
```

Summary:
Structure (SMILES) = COC(=O)OC.COC(=O)OC.COC(=O)OC.COC(=O)OC.COC(=O)OC.COC(=O)OC.COC(=O)OC.COC(=O)OC
ΔE to the lowest compared entry with this formula, charge and spin = 2.7057 eV

=====

| no. | LUMO (eV) |
| --- | --- |
| 1 | -6.703 |
| 2 | 0.556 |
| 3 | 0.623 |